# 1
Density functional theory data (ωB97M-V with the def2-TZVPD basis set) for a molecular structure, C68H55GeO2P3PtS2 in a non-equilibrium geometry.

XYZ file:
```
132
C68H55GeO2P3PtS2 (ωB97M-V with the def2-TZVPD basis set)
Pt 0.68548 1.08537 -0.75012
S 1.71722 1.37988 1.31127
P 2.40748 -0.48228 1.00660
C 1.64087 -0.70606 -0.49053
P 1.46116 -2.20764 -1.40183
S 0.48379 -2.00773 -3.09962
C 3.11007 -2.94702 -1.66573
C 3.85678 -3.39233 -0.57607
C 5.13497 -3.89534 -0.75868
C 5.68580 -3.93918 -2.03246
C 4.94951 -3.49453 -3.12212
C 3.65955 -3.00969 -2.94120
C 0.55615 -3.43169 -0.39898
C -0.61954 -3.00192 0.21187
C -1.43537 -3.90737 0.87005
C -1.08824 -5.25176 0.90593
C 0.06519 -5.68999 0.27244
C 0.88894 -4.78247 -0.38241
C 4.22106 -0.47856 1.02146
C 4.91069 -0.36938 -0.17742
C 6.27919 -0.14492 -0.17442
C 6.95955 -0.01226 1.02698
C 6.27353 -0.11024 2.23125
C 4.90611 -0.33980 2.23105
C 1.94324 -1.65145 2.31813
C 2.78528 -2.63918 2.82330
C 2.31347 -3.53538 3.77363
C 1.00020 -3.46173 4.21225
C 0.15901 -2.47176 3.72023
C 0.63352 -1.56812 2.78636
H 3.42518 -3.35858 0.41827
H 5.70859 -4.24057 0.09251
H 6.68892 -4.32119 -2.17474
H 5.37873 -3.52948 -4.11581
H 3.05864 -2.69433 -3.78623
H -0.89134 -1.95352 0.15293
H -2.34441 -3.56453 1.35021
H -1.72374 -5.96160 1.42128
H 0.32296 -6.74164 0.27996
H 1.78395 -5.12693 -0.88434
H 4.36593 -0.45463 -1.10678
H 6.81239 -0.05790 -1.11310
H 8.02398 0.18623 1.02631
H 6.80119 0.01217 3.16853
H 4.36531 -0.39749 3.16784
H 3.81383 -2.70632 2.49377
H 2.97551 -4.29279 4.17350
H 0.63588 -4.17146 4.94397
H -0.86760 -2.41334 4.06092
H 0.00211 -0.77422 2.41075
C 5.17466 2.07496 -3.43246
C 4.61465 0.80651 -3.52160
C 3.24393 0.64261 -3.41293
C 2.41035 1.74259 -3.22174
C 2.97740 3.00879 -3.11316
C 4.35311 3.17084 -3.22209
P 0.60305 1.44992 -3.06263
C 0.14655 0.71817 -4.65851
C 1.05330 0.46999 -5.68106
C 0.62572 -0.15465 -6.84570
C -0.69948 -0.53179 -6.99393
C -1.61129 -0.27579 -5.97758
C -1.18771 0.33796 -4.81283
C -0.07772 3.11437 -3.17216
C -0.52329 3.71545 -4.33413
C -0.94654 5.04290 -4.30158
C -0.86078 5.76754 -3.12312
C -0.46074 5.15710 -1.94085
C -0.26194 5.90453 -0.70523
C -0.21523 5.24840 0.44697
C -0.54922 3.78346 0.43850
C 0.00486 3.00634 -0.72388
C -0.16384 3.76827 -1.93965
H 6.24483 2.20937 -3.52596
H 5.24449 -0.06289 -3.67219
H 2.80340 -0.34492 -3.48999
H 2.35126 3.87775 -2.95676
H 4.77746 4.16410 -3.14738
H 2.08620 0.77047 -5.58252
H 1.33764 -0.35545 -7.63594
H -1.02143 -1.03057 -7.89883
H -2.64582 -0.57325 -6.08837
H -1.89018 0.51521 -4.00604
H -0.53081 3.16621 -5.26645
H -1.31038 5.51600 -5.20426
H -1.12758 6.81772 -3.11032
H -0.13694 6.97907 -0.75769
H -0.06085 5.72989 1.40304
H -1.64172 3.75375 0.28315
O -2.37766 3.72282 2.40600
C -1.36773 3.07464 2.54015
O -0.31093 3.17668 1.70524
C -1.18163 1.99635 3.56866
C -1.69649 0.65674 2.99824
Ge -3.62177 0.49852 2.57893
C -4.03752 1.31263 0.86464
C -3.26582 0.94978 -0.23978
C -3.48699 1.53538 -1.47891
C -4.46462 2.51069 -1.62149
C -5.23416 2.88363 -0.52689
C -5.02827 2.27957 0.70604
C -3.89664 -1.43400 2.39388
C -3.45262 -2.31499 3.38356
C -3.65751 -3.68296 3.27103
C -4.30269 -4.19654 2.15388
C -4.75014 -3.33749 1.16131
C -4.55373 -1.96758 1.28534
C -4.62986 1.12343 4.13470
C -4.65918 2.47722 4.48550
C -5.21921 2.88563 5.68869
C -5.75677 1.95028 6.56160
C -5.77333 0.60955 6.20714
C -5.21804 0.20106 5.00112
H -1.75193 2.27216 4.45436
H -0.11973 1.90490 3.80216
H -1.49190 -0.12471 3.73322
H -1.13468 0.41422 2.09083
H -2.47347 0.21354 -0.13623
H -2.88379 1.24497 -2.32839
H -4.61568 2.98688 -2.58282
H -5.98945 3.65237 -0.63301
H -5.62610 2.58199 1.55842
H -2.94684 -1.92592 4.26181
H -3.31787 -4.34961 4.05436
H -4.45126 -5.26441 2.05703
H -5.25516 -3.73461 0.28988
H -4.91483 -1.30374 0.50806
H -4.23897 3.21248 3.81159
H -5.22885 3.93707 5.94804
H -6.15797 2.26553 7.51652
H -6.21682 -0.12133 6.87175
H -5.25137 -0.84710 4.73071
```

Computed properties:
- energy relative to the best compared isomer or geometry (same formula, charge and spin) (kcal per mole) = 50.8
- total charge = 0
- largest force on an atom (eV/A) = 1.98
- orbital gap (spin up / spin down) (eV) = 5.13 / 5.12

# 2
Density functional theory data (ωB97M-V with the def2-TZVPD basis set) for 12 unconnected molecules or ions with the total composition C68H73IN13O2PS in a non-equilibrium geometry.

XYZ file:
```
159
C68H73IN13O2PS (ωB97M-V with the def2-TZVPD basis set)
C 0.97707 -1.56707 -1.39562
C 1.36154 -0.67785 -0.24747
C 0.21091 0.05013 0.66527
N -0.88063 -1.03927 0.72085
C -1.04541 -1.60445 2.13599
O -2.05620 -2.27161 2.69914
C 0.41244 -1.21919 2.79019
N 0.71670 -1.56998 4.22971
C 1.76771 -2.49096 4.20815
S 3.40668 -3.05598 4.19607
C 0.53926 0.34203 2.27932
C -0.64102 1.42091 2.64316
C -0.91986 1.63638 4.24375
O -0.48550 2.79096 4.82179
I -1.98801 0.25203 5.57597
P 2.36357 0.79441 2.61270
C 3.11949 1.90375 1.25378
C 3.00366 3.52685 1.55777
C 2.60648 1.76361 4.24274
C 2.29506 0.91373 5.60939
H 0.63459 -1.01258 -2.38943
H 0.99223 -2.73123 -1.26350
H 2.51634 -0.50630 -0.07353
H -0.39678 0.91135 0.10501
H -1.79546 -0.78957 0.28307
H 1.13021 -1.97656 2.21052
H -0.33381 2.44027 2.10299
H -1.67215 1.11379 2.12577
H 4.27995 1.62789 1.20924
H 2.70029 1.73330 0.17464
H 1.89683 3.86272 1.37097
H 3.44985 3.85270 2.59167
H 3.67559 4.05363 0.73111
H 3.76487 2.04877 4.28758
H 2.03666 2.78753 4.15354
H 2.68625 -0.21215 5.55562
H 2.86903 1.43465 6.51726
H 1.16935 0.86910 5.92552
N 4.85473 -0.97266 -1.68074
C 4.29572 -0.15859 -2.60277
C 4.83310 0.06503 -3.86029
C 6.01848 -0.58153 -4.19396
C 6.61922 -1.42477 -3.26488
C 6.00411 -1.58792 -2.03406
H 3.37375 0.32544 -2.29396
H 4.33964 0.72757 -4.56229
H 6.47037 -0.42988 -5.16989
H 7.54356 -1.94278 -3.49409
H 6.43210 -2.23843 -1.27645
N -3.80506 -0.59381 -1.05500
C -3.03301 -0.46370 -2.15607
C -3.52837 -0.47389 -3.45016
C -4.89870 -0.63090 -3.62913
C -5.71970 -0.76921 -2.51470
C -5.13175 -0.74286 -1.26030
H -1.97028 -0.34718 -1.96449
H -2.86188 -0.36258 -4.29790
H -5.32351 -0.64514 -4.62862
H -6.79140 -0.89380 -2.62054
H -5.73059 -0.84318 -0.35940
N -1.32835 -0.65959 -6.18514
C -1.88736 0.15448 -7.10717
C -1.34998 0.37810 -8.36469
C -0.16460 -0.26846 -8.69836
C 0.43614 -1.11170 -7.76928
C -0.17897 -1.27486 -6.53846
H -2.80933 0.63850 -6.79836
H -1.84344 1.04063 -9.06669
H 0.28729 -0.11681 -9.67429
H 1.36048 -1.62971 -7.99849
H 0.24903 -1.92537 -5.78085
N 7.47601 -6.87940 3.11167
C 7.16606 -8.18021 3.30449
C 5.89871 -8.62883 3.64021
C 4.88608 -7.68752 3.79196
C 5.17466 -6.34005 3.60183
C 6.47184 -5.98898 3.26422
H 7.99064 -8.87569 3.17787
H 5.70599 -9.68640 3.78041
H 3.88032 -8.00122 4.05594
H 4.40782 -5.58188 3.71319
H 6.74618 -4.95042 3.10166
N -5.61255 3.62375 -5.03335
C -6.83112 4.15534 -5.27389
C -7.90310 4.05103 -4.40204
C -7.71797 3.35615 -3.21150
C -6.47490 2.79572 -2.93620
C -5.46262 2.95643 -3.86860
H -6.92649 4.68498 -6.21732
H -8.85921 4.50025 -4.64556
H -8.53540 3.25233 -2.50391
H -6.29861 2.24775 -2.01755
H -4.47351 2.54066 -3.69798
N 1.70895 -4.75771 -7.67719
C 1.77325 -5.12730 -6.37926
C 0.86429 -5.98116 -5.77523
C -0.17778 -6.48534 -6.54620
C -0.27191 -6.12157 -7.88558
C 0.68731 -5.26466 -8.40086
H 2.60221 -4.70498 -5.81877
H 0.96612 -6.24626 -4.72899
H -0.91036 -7.15634 -6.10719
H -1.07242 -6.49685 -8.51296
H 0.65920 -4.95421 -9.44160
N -2.05626 -6.61631 1.76431
C -1.85899 -7.42900 0.70320
C -1.41144 -6.98858 -0.53206
C -1.15330 -5.63138 -0.69295
C -1.34876 -4.76892 0.38086
C -1.79548 -5.30411 1.57832
H -2.07741 -8.47853 0.87770
H -1.26807 -7.68672 -1.34895
H -0.80249 -5.24884 -1.64702
H -1.15717 -3.70597 0.28758
H -1.95979 -4.67245 2.44684
N -7.52340 6.43653 -7.80592
C -7.66114 7.72918 -7.43790
C -8.55369 8.60814 -8.03029
C -9.35247 8.13623 -9.06651
C -9.23236 6.81019 -9.46940
C -8.31361 6.00668 -8.81351
H -7.01362 8.05067 -6.62733
H -8.62399 9.63579 -7.69227
H -10.06287 8.79609 -9.55597
H -9.83998 6.41208 -10.27411
H -8.18532 4.96361 -9.08892
N 6.25588 3.53460 5.63133
C 5.57415 3.08855 6.70913
C 6.11078 2.23824 7.66262
C 7.42573 1.81469 7.50134
C 8.15306 2.25535 6.40047
C 7.53090 3.10776 5.50257
H 4.55108 3.44440 6.78888
H 5.51773 1.91374 8.51012
H 7.88016 1.14699 8.22750
H 9.17964 1.94307 6.24596
H 8.05784 3.48219 4.62938
N 8.06255 4.86207 10.02139
C 8.43609 5.44184 11.18315
C 7.54354 5.86698 12.15411
C 6.18375 5.69156 11.92023
C 5.76783 5.09925 10.73226
C 6.73587 4.70346 9.82333
H 9.50739 5.55969 11.31760
H 7.89993 6.32417 13.07020
H 5.45411 6.01345 12.65757
H 4.71543 4.94892 10.51980
H 6.46175 4.23309 8.88316
N -7.48169 -0.42282 1.67962
C -8.03454 0.80140 1.53472
C -8.52409 1.55555 2.58911
C -8.44676 1.02232 3.87136
C -7.88443 -0.23707 4.05251
C -7.41879 -0.91352 2.93648
H -8.07511 1.17264 0.51482
H -8.95560 2.53466 2.41472
H -8.82130 1.58346 4.72254
H -7.81001 -0.68063 5.03892
H -6.96819 -1.89798 3.02644
```

Computed properties:
- energy relative to the best compared isomer or geometry (same formula, charge and spin) (kcal per mole) = 205.3
- structure (SMILES) = C=C[C@H]1NC(=O)[C@H](N=C=S)[C@@]1(CC(=O)I)P(CC)CC.c1ccncc1.c1ccncc1.c1ccncc1.c1ccncc1.c1ccncc1.c1ccncc1.c1ccncc1.c1ccncc1.c1ccncc1.c1ccncc1.c1ccncc1
- total charge = 0
- largest force on an atom (eV/A) = 8.94
- orbital gap (eV) = 6.69

# 3
Density functional theory data (ωB97M-V with the def2-TZVPD basis set) for a molecular structure, C68H84AsHgN12OSe.

XYZ file:
```
168
C68H84AsHgN12OSe (ωB97M-V with the def2-TZVPD basis set)
Hg 1.48230 -1.10268 -0.01746
C 1.55218 -4.20970 3.36747
C 1.34755 -2.72880 3.76064
N 2.37188 -1.88704 3.18042
C 3.73417 -2.14716 3.60679
C 4.71419 -2.05242 2.41915
N 4.20408 -2.62920 1.18730
C 4.34017 -4.06385 0.99157
C 3.47607 -4.88686 1.95064
N 2.10478 -4.39649 2.03455
H 2.18495 -4.71463 4.10330
H 0.56888 -4.69168 3.43148
H 0.39019 -2.38878 3.35794
H 1.29422 -2.66402 4.86065
H 2.13717 -0.90632 3.22692
H 4.07510 -1.44915 4.38454
H 3.77427 -3.14254 4.04809
H 4.87245 -0.99155 2.20915
H 5.68372 -2.48527 2.71999
H 4.64507 -2.15592 0.41160
H 4.00902 -4.26966 -0.02972
H 5.38395 -4.40666 1.09124
H 3.47305 -5.92078 1.58567
H 3.95768 -4.90980 2.93656
H 2.05108 -3.51368 1.53068
C -12.00275 2.33672 4.05379
O -11.37294 1.10526 4.34668
C -10.07720 0.95665 3.98138
C -9.27569 1.98465 3.49985
C -7.97738 1.71606 3.09152
C -7.45171 0.43067 3.15899
C -8.25066 -0.58246 3.69906
C -9.53925 -0.32517 4.10685
C -6.13188 0.09346 2.63435
N -5.51445 -1.04978 2.81671
C -4.36698 -0.97979 2.07417
C -4.28896 0.23552 1.42151
N -5.42095 0.91368 1.79631
C -3.28275 0.55247 0.46429
C -3.22948 1.73587 -0.28400
C -2.28113 1.86642 -1.26784
C -1.39149 0.80998 -1.48046
N -1.39730 -0.29505 -0.76615
C -2.31022 -0.44413 0.20591
C -2.30299 -1.68354 0.98523
N -1.28938 -2.53942 0.79226
C -1.27742 -3.68600 1.44077
C -2.29543 -4.07101 2.32144
C -3.33019 -3.19920 2.55919
C -3.34533 -1.96603 1.89574
H -13.05916 2.19168 4.26282
H -11.87502 2.60411 3.00165
H -11.62408 3.14469 4.68579
H -9.64744 2.99780 3.43605
H -7.37405 2.53773 2.72360
H -7.83708 -1.57929 3.76700
H -10.16488 -1.11081 4.50949
H -5.69458 1.82329 1.47355
H -3.93540 2.53545 -0.08753
H -2.22595 2.76009 -1.87272
H -0.64153 0.85465 -2.26385
H -0.42014 -4.32694 1.24843
H -2.26174 -5.03510 2.81209
H -4.13557 -3.43080 3.24438
C 3.36171 2.59289 -4.00333
N 2.17864 1.79967 -4.30115
C 1.61478 1.92275 -5.63631
C 1.92984 0.68851 -3.62023
N 1.63004 -0.27317 -3.04627
H 3.11720 3.65191 -4.10203
H 4.18284 2.35387 -4.68749
H 3.68569 2.39958 -2.98380
H 1.33413 2.96227 -5.81361
H 0.72618 1.29985 -5.71461
H 2.33405 1.61849 -6.40511
C -4.62473 -4.29091 -0.84224
C -3.43175 -5.15262 -1.25130
C -2.66007 -4.59057 -2.44310
C -1.97135 -3.26940 -2.10700
N -1.02096 -2.88354 -3.12728
C 0.27374 -3.30343 -3.16720
Se 1.09827 -4.35133 -1.94228
N 0.83060 -2.78410 -4.30124
C 2.17459 -3.03192 -4.77938
C 2.17828 -3.92001 -6.02737
C 1.73925 -5.36116 -5.76366
C 2.76644 -6.16581 -4.97193
C -0.10672 -2.02204 -4.96830
C -0.03924 -1.27811 -6.13555
C -1.19268 -0.62074 -6.54480
C -2.37528 -0.70748 -5.81429
C -2.44371 -1.44722 -4.64088
C -1.29162 -2.09410 -4.22589
H -5.14417 -4.73406 0.00844
H -5.33687 -4.20226 -1.66561
H -4.30841 -3.28842 -0.54685
H -3.78296 -6.15541 -1.50541
H -2.74264 -5.25170 -0.40775
H -3.33034 -4.45680 -3.29937
H -1.88394 -5.30266 -2.73367
H -1.41411 -3.36828 -1.17972
H -2.69025 -2.45614 -1.99921
H 2.72539 -3.50138 -3.96656
H 2.64049 -2.06806 -4.99377
H 3.18996 -3.92265 -6.44322
H 1.51542 -3.47658 -6.77475
H 1.56676 -5.84606 -6.72787
H 0.78722 -5.36041 -5.22466
H 3.74951 -6.11413 -5.44676
H 2.47122 -7.21430 -4.91790
H 2.84852 -5.79486 -3.95045
H 0.87372 -1.21001 -6.71263
H -1.17011 -0.03278 -7.45363
H -3.25858 -0.19404 -6.17046
H -3.36556 -1.51478 -4.07858
C 6.88801 5.66538 3.81730
C 5.59726 4.98838 3.44930
C 4.61721 5.64032 2.71631
C 3.46047 4.99585 2.28610
C 2.45637 5.81307 1.51483
C 3.27697 3.63716 2.58444
As 2.01110 2.35148 1.69316
N 2.82508 1.85788 0.19971
C 4.09659 1.87969 -0.25624
C 4.58911 0.75915 -0.96609
C 5.84250 0.77200 -1.54144
C 6.65079 1.90323 -1.46858
C 6.17622 3.02490 -0.79870
C 4.93675 3.01618 -0.18790
C 0.49668 3.45617 1.06872
C 0.27472 3.92655 -0.23108
C 1.15015 3.57126 -1.40357
C -0.80292 4.77762 -0.46448
C -1.69087 5.14109 0.53542
C -2.82901 6.08814 0.26633
C -1.50151 4.60345 1.80226
C -0.42433 3.77358 2.07881
C -0.25328 3.24779 3.48255
C 4.21051 3.00128 3.41921
C 4.00896 1.58671 3.91298
C 5.35356 3.67633 3.82860
H 6.88807 6.71233 3.51722
H 7.72609 5.16782 3.32609
H 7.05967 5.61535 4.89356
H 4.75835 6.68367 2.45355
H 2.76085 6.85936 1.49623
H 1.46829 5.75524 1.96907
H 2.36855 5.46968 0.48313
H 3.95531 -0.11839 -1.03555
H 6.18999 -0.10825 -2.06927
H 7.62937 1.91314 -1.92988
H 6.78456 3.92011 -0.74750
H 4.57646 3.90345 0.31059
H 1.20556 2.48894 -1.52017
H 2.17220 3.93352 -1.26806
H 0.74752 4.00896 -2.31823
H -0.94666 5.17677 -1.46356
H -2.79780 6.45766 -0.75789
H -2.78218 6.94444 0.94065
H -3.79100 5.59607 0.42531
H -2.19837 4.85180 2.59632
H -1.09043 3.54554 4.11145
H 0.66772 3.63039 3.93298
H -0.19184 2.15734 3.47792
H 2.95547 1.39044 4.10971
H 4.56777 1.42516 4.83397
H 4.35451 0.86486 3.16909
H 6.07879 3.15587 4.44586
```

Computed properties:
- expectation value of S² = 0.774
- multiplicity = 2
- energy relative to the best compared isomer or geometry (same formula, charge and spin) (kcal per mole) = 11.9
- total charge = 0
- largest force on an atom (eV/A) = 0.83
- orbital gap (spin up / spin down) (eV) = 6.34 / 5.01

Which formula does entry 1 have?
C68H55GeO2P3PtS2

Which value of energy relative to the best compared isomer or geometry (same formula, charge and spin) does entry 1 give?
50.8 kcal per mole

Which of these has the highest largest force on an atom?
C68H73IN13O2PS

Which of these has the lowest largest force on an atom?
C68H84AsHgN12OSe